Record 1
# C24H35ILuN2O6

C24H35ILuN2O6 as an isolated structure (wB97M-V/def2-TZVPD, the OMol25 dataset).

Structure (XYZ):
```
69
Properties=species:S:1:pos:R:3:forces:R:3
Lu -0.900 -0.861 -0.514 0.29 0.62 0.31
C -0.988 -1.098 3.081 0.21 0.08 -0.06
C -1.487 -2.350 2.402 -0.22 0.05 -0.10
O -2.292 -2.019 1.272 0.44 0.03 -0.44
C -3.596 -1.498 1.547 0.12 -0.22 0.21
C -3.615 0.003 1.682 -0.02 0.23 -0.03
O -2.951 0.568 0.562 0.17 -0.29 -0.01
C -3.397 1.850 0.162 -0.12 -0.07 0.21
C -3.172 1.999 -1.310 0.05 0.05 -0.16
O -1.883 1.505 -1.628 0.22 -0.06 0.01
C -1.564 1.710 -3.001 -0.15 0.02 0.08
C -0.537 0.678 -3.407 0.31 0.11 0.09
O 0.327 0.346 -2.314 -0.28 -0.43 0.33
C 1.298 1.325 -1.939 -0.19 -0.08 -0.36
C 0.826 2.180 -0.805 -0.01 0.07 0.26
O 0.332 1.309 0.211 -0.05 -0.21 0.03
C -0.048 2.024 1.377 0.05 0.06 -0.24
C -0.205 1.066 2.525 -0.20 -0.20 0.08
O -0.724 -0.164 2.046 0.12 0.08 -0.11
H -0.077 -1.317 3.642 0.08 -0.01 0.09
H -1.719 -0.680 3.772 -0.13 0.07 0.11
H -2.050 -2.964 3.099 -0.11 -0.16 0.11
H -0.661 -2.936 2.015 0.15 -0.08 -0.12
H -3.985 -1.959 2.458 -0.02 -0.02 0.01
H -4.208 -1.792 0.704 -0.07 -0.07 -0.14
H -4.663 0.304 1.689 -0.10 0.09 0.01
H -3.156 0.357 2.607 0.00 0.03 0.02
H -2.876 2.619 0.732 0.05 0.12 0.08
H -4.463 1.953 0.357 -0.13 0.05 0.05
H -3.247 3.054 -1.579 -0.03 0.15 -0.06
H -3.910 1.430 -1.868 -0.17 -0.12 -0.11
H -1.206 2.733 -3.135 0.03 0.10 0.01
H -2.451 1.568 -3.622 -0.07 0.04 -0.02
H 0.060 1.038 -4.242 0.08 0.02 -0.12
H -1.019 -0.246 -3.688 -0.08 -0.25 -0.02
H 1.546 1.951 -2.794 0.06 0.05 -0.13
H 2.175 0.777 -1.641 0.22 -0.17 0.06
H 0.040 2.873 -1.099 -0.08 0.09 -0.01
H 1.679 2.740 -0.418 0.07 0.06 0.06
H -0.967 2.573 1.180 -0.07 0.03 -0.04
H 0.731 2.742 1.636 0.06 0.11 0.00
H -0.887 1.500 3.258 -0.10 0.03 0.14
H 0.746 0.888 3.019 0.12 -0.04 0.09
C 2.301 -0.954 1.435 -0.15 0.05 -0.07
N 1.397 -1.482 0.404 -0.22 0.16 -0.30
C 1.853 -2.509 -0.252 0.11 -0.01 0.08
C 1.137 -3.158 -1.268 -0.09 0.00 0.03
C 1.492 -4.290 -1.993 0.06 -0.32 -0.30
C 0.403 -4.574 -2.826 0.15 -0.14 0.00
C -0.565 -3.607 -2.552 0.09 -0.09 -0.12
N -0.133 -2.739 -1.617 -0.21 0.60 0.55
C 3.173 0.226 1.040 -0.07 0.02 -0.16
C 3.935 0.184 -0.127 0.03 0.01 -0.02
C 4.769 1.242 -0.474 0.00 0.02 0.05
C 4.860 2.362 0.349 -0.09 -0.10 0.01
C 4.119 2.407 1.526 0.02 -0.11 -0.06
C 3.288 1.341 1.866 0.06 0.05 -0.03
H 2.967 -1.751 1.759 0.14 -0.22 0.07
H 1.716 -0.686 2.311 -0.02 0.05 0.03
H 2.834 -2.921 -0.008 0.05 -0.01 0.03
H 2.433 -4.828 -1.912 -0.23 0.10 -0.04
H 0.308 -5.385 -3.539 0.04 0.17 0.17
H -1.546 -3.506 -2.992 0.12 -0.02 0.06
H 3.873 -0.685 -0.781 0.03 0.11 0.10
H 5.359 1.187 -1.385 -0.08 0.01 0.13
H 5.515 3.184 0.084 -0.05 -0.06 0.02
H 4.201 3.263 2.188 -0.01 -0.07 -0.05
H 2.743 1.374 2.805 0.07 0.01 -0.07
I -3.290 -1.473 -2.074 -0.26 -0.14 -0.23
```
Positions in Å, forces in eV/Å.

Output
charge: +1
M: 749.42 g/mol
Kohn-Sham gap: 8.1203 eV
E_HOMO: -10.076 eV

Here are the natural (NBO) charges for atoms 1 to 2, given in e: atom 1 (Lu): 1.733, atom 2 (C): -0.092

Record 2
# C9H24N4PdS3

C9H24N4PdS3 as an isolated structure at a distorted geometry (wB97M-V/def2-TZVPD, the OMol25 dataset).

Structure (XYZ):
```
41
Properties=species:S:1:pos:R:3:forces:R:3
Pd -0.221 0.052 0.321 -1.01 -0.17 1.17
S -0.872 2.431 0.057 -0.63 0.15 -0.04
S -0.754 -2.396 0.215 -0.60 -0.07 -0.04
C -2.714 2.380 0.018 0.55 0.11 0.27
C -0.569 2.426 -1.717 0.35 0.26 -0.10
C -0.993 1.163 -2.439 0.20 0.00 -0.29
N -0.388 -0.036 -1.817 -0.31 0.01 -0.26
C -0.936 -1.301 -2.357 0.19 0.00 -0.29
C -0.453 -2.494 -1.558 0.37 -0.25 -0.05
H 0.515 2.574 -1.812 -0.21 0.12 -0.10
H -1.080 3.307 -2.104 0.14 -0.06 -0.29
H -0.651 1.210 -3.479 -0.22 0.18 0.00
H -2.082 1.055 -2.447 0.20 -0.10 0.05
H -0.590 -1.399 -3.392 -0.22 -0.18 0.01
H -2.029 -1.245 -2.372 0.20 0.11 0.05
H 0.635 -2.598 -1.647 -0.19 -0.13 -0.10
H -0.924 -3.420 -1.885 0.13 0.03 -0.30
C -2.595 -2.433 0.183 0.58 -0.09 0.29
H 0.622 -0.018 -1.982 -0.15 -0.01 -0.32
H -3.017 -1.661 -0.454 0.06 0.07 0.00
H -2.938 -2.299 1.207 0.00 -0.03 -0.04
H -2.883 -3.421 -0.171 -0.05 0.00 0.00
H -3.058 2.316 1.049 0.01 0.02 -0.03
H -3.097 1.539 -0.553 0.07 -0.04 0.02
H -3.045 3.322 -0.417 -0.03 -0.02 0.01
C 4.799 0.209 -1.290 0.19 0.06 1.25
C 4.812 0.261 0.065 0.09 -0.03 -1.66
H 4.823 1.118 -1.898 -0.11 -0.28 0.25
H 4.887 -0.739 -1.828 -0.13 0.27 0.22
H 4.860 1.212 0.583 -0.09 -0.01 0.00
H 4.921 -0.640 0.657 -0.07 -0.02 0.00
N 1.390 0.059 1.762 -0.01 0.41 0.02
N 1.060 0.101 3.147 0.57 -0.48 -0.90
C -0.239 -0.034 3.533 0.73 0.03 1.64
N -0.388 -0.164 4.873 0.16 0.01 -1.17
S -1.532 0.043 2.448 0.08 -0.02 0.20
H 1.879 0.912 1.454 0.09 -0.52 0.63
H 1.915 -0.776 1.481 0.05 0.32 0.57
H 1.828 -0.154 3.778 -0.53 0.25 -0.28
H -1.306 -0.241 5.281 -0.06 0.01 -0.07
H 0.410 -0.223 5.506 -0.41 0.09 -0.33
```
Positions in Å, forces in eV/Å.

Output
2S+1: 3
charge: +2
M: 390.94 g/mol
Kohn-Sham gap (spin up / spin down): 8.5521 / 6.8967 eV
E_HOMO (spin up / spin down): -14.208 / -15.280 eV

Here are the natural (NBO) charges for atoms 1 to 2, given in e: atom 1 (Pd): 0.764, atom 2 (S): 0.301

Record 3
# C37H40Cl2F2MnN8O4PTi

C37H40Cl2F2MnN8O4PTi as an isolated structure at a distorted geometry (wB97M-V/def2-TZVPD, the OMol25 dataset).

Structure (XYZ):
```
96
Properties=species:S:1:pos:R:3:forces:R:3
Mn -0.609 -2.396 -2.066 -1.65 0.90 0.82
Ti 2.485 3.230 -0.066 -0.21 -0.91 1.02
O -0.274 -0.607 -1.055 0.98 3.76 2.13
P -0.266 0.683 -0.204 -0.94 -0.74 -0.53
O 0.887 1.691 -0.102 -2.06 -1.88 -0.43
F -0.650 0.222 1.295 0.54 0.80 -1.56
F -1.630 1.499 -0.569 2.07 -1.21 0.76
N 1.487 -2.664 -2.514 3.37 0.52 0.06
C 2.356 -1.580 -2.667 -1.14 -1.30 -1.13
C 3.703 -1.701 -2.963 -0.07 0.12 0.11
C 4.281 -2.937 -3.023 -0.84 -1.87 0.26
C 3.458 -4.071 -2.820 0.11 1.01 0.30
C 2.102 -3.892 -2.512 0.28 1.30 -0.45
H 1.970 -0.576 -2.768 -0.75 -0.11 0.46
H 4.330 -0.849 -3.179 -0.36 0.28 0.18
H 5.341 -3.060 -3.189 0.04 -0.03 -0.22
H 3.898 -5.056 -2.874 -0.17 -0.11 0.11
H 1.476 -4.734 -2.255 -0.10 -0.10 -0.17
N -4.214 4.799 3.488 0.62 -0.86 -0.58
C -4.495 3.859 2.527 1.62 0.45 0.76
C -3.494 3.172 1.861 2.03 1.13 0.04
C -2.127 3.546 2.097 -1.56 -0.34 0.32
C -1.830 4.455 3.115 -0.72 -0.78 -0.64
C -2.906 5.033 3.791 -1.33 -0.62 -0.68
H -5.486 3.554 2.226 -0.54 0.66 0.64
H -3.725 2.441 1.100 -0.05 -0.13 0.01
H -1.349 3.085 1.508 0.15 -0.07 0.02
H -0.800 4.628 3.388 -0.04 0.35 0.02
H -2.715 5.700 4.619 -0.18 0.21 0.04
N -0.132 -3.532 -0.222 0.36 -2.45 3.13
C -0.819 -4.696 0.023 0.16 0.15 -0.69
C -0.634 -5.590 1.077 1.58 0.95 0.36
C 0.343 -5.259 2.040 0.09 0.62 -0.32
C 1.027 -4.033 1.935 -0.81 -1.28 -1.86
C 0.778 -3.290 0.777 -0.48 1.13 -0.30
H -1.521 -5.010 -0.735 -0.23 0.32 -0.20
H -1.086 -6.570 1.033 -0.30 0.16 0.20
H 0.659 -5.913 2.840 -0.38 -0.32 0.03
H 1.899 -3.796 2.526 -0.30 0.21 0.34
H 1.316 -2.356 0.708 0.14 0.18 -0.45
N 2.384 3.880 2.248 -1.37 -0.28 1.88
C 2.801 4.972 2.958 -0.47 -0.97 0.12
C 2.495 5.220 4.316 -0.20 -1.32 -0.32
C 1.751 4.271 5.042 0.19 0.50 -1.90
C 1.256 3.162 4.316 0.36 0.94 0.35
C 1.554 3.000 2.968 1.49 1.31 0.10
H 3.440 5.663 2.429 -0.04 0.07 -0.14
H 2.878 6.099 4.815 0.05 0.08 -0.17
H 1.523 4.480 6.076 -0.07 -0.34 0.07
H 0.605 2.468 4.827 0.08 -0.21 -0.13
H 1.193 2.102 2.487 0.03 0.13 -0.53
N -0.923 -1.159 -3.842 0.37 0.62 -3.38
C -1.761 -0.085 -3.934 -0.23 -0.87 -0.27
C -2.286 0.393 -5.142 0.21 0.46 0.50
C -1.899 -0.109 -6.377 -0.34 0.79 0.88
C -0.940 -1.063 -6.330 1.44 -2.82 1.43
C -0.482 -1.603 -5.081 -1.25 1.81 0.20
H -2.061 0.362 -2.998 -0.11 -0.12 0.09
H -2.974 1.226 -5.144 -0.07 0.03 0.39
H -2.305 0.323 -7.280 0.01 -0.24 -0.13
H -0.584 -1.642 -7.169 0.12 0.47 -0.42
H 0.319 -2.326 -5.115 -0.16 -0.34 0.25
N -2.736 -2.191 -1.445 1.09 0.06 -0.59
C -2.999 -1.807 -0.142 -1.54 -0.60 1.29
C -4.283 -1.724 0.366 0.90 0.35 -1.20
C -5.385 -1.780 -0.516 -0.31 0.16 1.88
C -5.154 -2.049 -1.857 0.95 -0.32 -0.39
C -3.850 -2.253 -2.279 -0.95 -0.33 0.18
H -2.242 -1.751 0.626 0.76 -0.05 -0.46
H -4.447 -1.571 1.422 0.13 0.13 0.10
H -6.337 -1.684 -0.014 -0.41 -0.03 -0.64
H -6.009 -2.185 -2.503 0.20 0.02 -0.40
H -3.676 -2.662 -3.264 0.11 0.20 -0.26
N 3.828 1.278 0.058 2.44 -1.10 -0.66
C 4.912 1.255 -0.817 -1.73 -2.08 -0.69
C 5.656 0.070 -1.082 -0.28 1.04 1.37
C 5.444 -1.050 -0.286 -0.10 0.38 -0.93
C 4.360 -1.061 0.554 -0.06 0.23 0.34
C 3.636 0.114 0.742 -0.41 0.98 -0.35
H 4.874 2.025 -1.574 0.57 0.58 0.32
H 6.413 -0.073 -1.839 0.07 0.86 -0.18
H 6.064 -1.911 -0.485 -0.14 -0.27 0.23
H 4.068 -1.997 1.006 -0.10 0.19 0.48
H 2.826 0.153 1.456 -0.12 -0.17 -0.02
C -0.299 -0.667 4.410 -1.55 -0.74 -0.14
N 1.093 -0.465 4.105 0.23 1.04 2.70
O 1.776 0.046 4.976 0.17 0.02 -0.22
O 1.473 -0.800 3.037 1.24 -0.73 -2.50
H -0.415 -1.087 5.409 0.15 0.18 -0.12
H -0.643 -1.355 3.637 -0.36 0.15 0.23
H -0.821 0.287 4.333 0.08 -0.04 0.01
C -3.257 3.901 -1.905 -0.11 0.52 -0.84
Cl -4.202 5.209 -2.760 0.68 -0.93 0.40
Cl -1.831 3.309 -2.901 -1.03 0.70 0.62
H -2.926 4.359 -0.973 0.24 -0.33 -0.26
H -3.930 3.057 -1.752 0.24 0.16 -0.06
```
Positions in Å, forces in eV/Å.

Output
2S+1: 10
charge: +1
M: 903.46 g/mol
Kohn-Sham gap (spin up / spin down): 2.8567 / 7.0434 eV
E_HOMO (spin up / spin down): -5.547 / -9.870 eV

Here are the Mulliken charges for atoms 1 to 2, given in e: atom 1 (Mn): 0.503, atom 2 (Ti): 0.295

Computed values of E_tot (unit: Ha) for the preceding records, in sequence: -3029.6070, -1898.1952, -5634.6172.